This record from the OMol25 dataset describes C13H36O19P4Zr as an isolated structure at a distorted geometry. The level of theory is wB97M-V/def2-TZVPD.

## Properties
* spin multiplicity: 1
* net charge: +2
* gap between HOMO and LUMO: 5.5795 eV
* maximum force: 13.2 eV Å⁻¹

Structure (XYZ):
```
73
C13H36O19P4Zr (wB97M-V/def2-TZVPD)
Zr -0.867 -0.324 0.688
C 1.018 -1.604 -0.337
O 0.203 -0.923 -1.140
O 1.258 -0.669 0.579
O 0.132 -2.265 0.330
C -2.056 -0.421 -8.066
O -1.174 -0.506 -6.927
P -0.908 -1.918 -6.196
O -1.308 -3.114 -6.946
O 0.580 -1.834 -5.608
C 1.712 -1.884 -6.500
O -1.746 -1.737 -4.828
C -1.601 -2.617 -3.718
H -2.683 -1.305 -8.171
H -1.544 -0.263 -9.013
H -2.746 0.402 -7.887
H 1.534 -2.037 -7.565
H 2.283 -2.744 -6.154
H 2.234 -0.933 -6.417
H -2.448 -3.248 -3.445
H -1.421 -1.957 -2.870
H -0.779 -3.332 -3.763
C 2.261 -1.953 3.637
O 1.055 -1.628 4.373
P -0.318 -2.216 3.829
O -0.825 -1.342 2.725
O -1.276 -2.377 5.072
C -0.775 -3.091 6.227
O 0.018 -3.747 3.421
C -0.921 -4.453 2.597
H 2.842 -1.043 3.523
H 2.004 -2.372 2.665
H 2.794 -2.735 4.174
H -1.542 -3.771 6.590
H -0.588 -2.352 7.004
H 0.139 -3.642 6.019
H -1.372 -5.305 3.100
H -0.334 -4.861 1.774
H -1.658 -3.772 2.173
C 2.822 2.200 3.835
O 1.692 1.289 3.998
P 0.253 1.737 3.442
O -0.140 1.254 2.089
O -0.716 1.272 4.585
C -0.553 1.674 5.935
O 0.243 3.321 3.582
C 0.519 4.217 2.525
H 2.839 2.784 2.917
H 3.647 1.494 3.745
H 2.876 2.767 4.760
H -1.476 2.094 6.338
H 0.154 2.487 6.104
H -0.307 0.873 6.632
H 0.554 3.742 1.544
H 1.496 4.704 2.612
H -0.097 5.116 2.509
C -2.469 3.625 -1.993
O -1.181 3.860 -1.452
P -0.112 2.677 -1.402
O -0.397 1.686 -0.317
O 0.019 2.033 -2.855
C -0.858 1.018 -3.384
O 1.226 3.507 -1.238
C 2.414 2.938 -0.701
H -3.264 3.734 -1.253
H -2.694 2.736 -2.580
H -2.668 4.475 -2.648
H -1.623 0.675 -2.683
H -0.288 0.135 -3.665
H -1.336 1.471 -4.250
H 2.772 3.520 0.146
H 3.190 2.869 -1.462
H 2.287 1.906 -0.364
```

Here are the Löwdin charges for atoms 1 to 4, given in e: atom 1 (Zr): 2.18, atom 2 (C): -0.43, atom 3 (O): -0.18, atom 4 (O): -0.18